C7H12O | ωB97M-V/def2-TZVPD

Values from the calculation:
* energy relative to the best compared isomer or geometry (same formula, charge and spin): 122.4 kcal per mole
* E_tot: -9495.511 eV

```
! wB97M-V def2-TZVPD RIJCOSX def2/J DEFGRID3
* xyz 0 1
C 1.15 -1.85 -0.09
C -1.18 1.45 1.08
C 1.74 1.29 0.20
C -1.34 -0.45 -0.55
C -0.72 0.64 -0.10
C 0.63 0.73 -0.64
C -2.23 -1.34 -0.90
O 0.71 -0.98 -1.10
H 0.68 1.02 -1.69
H 0.65 -1.63 0.87
H 0.91 -2.88 -0.37
H 2.24 -1.79 0.05
H -2.18 1.12 1.38
H -1.22 2.51 0.84
H -0.53 1.33 1.95
H -2.09 -2.19 -1.55
H -3.27 -1.30 -0.59
H 1.74 0.86 1.20
H 1.63 2.37 0.29
H 2.70 1.09 -0.27
*
```



C7H12O | ωB97M-V/def2-TZVPD

Values from the calculation:
* SMILES: C=C(C)OC.C=C=C
* energy relative to the best compared isomer or geometry (same formula, charge and spin): 109.7 kcal per mole
* E_tot: -9496.061 eV

```
! wB97M-V def2-TZVPD RIJCOSX def2/J DEFGRID3
* xyz 0 1
C 2.27 0.30 1.14
C -0.65 -0.67 1.74
C -1.15 1.35 -0.52
C 1.66 -0.12 0.06
C -0.91 -0.12 -0.71
C 1.60 -0.13 -1.30
C -1.65 -0.94 -1.45
O -0.13 -0.75 0.40
H 3.31 0.07 1.30
H 1.79 0.87 1.93
H -1.72 -0.88 1.73
H -0.12 -1.43 2.32
H -0.45 0.31 2.15
H -0.25 1.83 -0.13
H -1.38 1.80 -1.48
H -1.96 1.53 0.18
H 2.28 0.50 -1.87
H 1.24 -1.00 -1.81
H -2.33 -0.53 -2.19
H -1.46 -2.00 -1.49
*
```



C7H12O | ωB97M-V/def2-TZVPD

Values from the calculation:
* SMILES: C=CC(=C)C.CC=O
* energy relative to the best compared isomer or geometry (same formula, charge and spin): 34.6 kcal per mole
* E_tot: -9499.316 eV

```
! wB97M-V def2-TZVPD RIJCOSX def2/J DEFGRID3
* xyz 0 1
C 0.62 0.95 2.75
C -0.41 1.12 1.67
C -0.52 -1.18 -0.35
C 0.49 -1.87 0.20
O -1.61 1.01 1.86
H -1.54 -1.44 -0.07
H 0.72 1.89 3.30
H 1.58 0.69 2.30
H 0.31 0.16 3.43
H 1.53 -1.62 0.01
H 0.29 -2.61 0.97
C 0.78 -0.26 -2.36
C -0.37 -0.14 -1.39
C -1.42 0.65 -1.66
H 0.00 1.48 0.68
H 0.94 -1.30 -2.65
H 0.59 0.28 -3.29
H 1.70 0.13 -1.91
H -1.41 1.33 -2.50
H -2.28 0.72 -0.99
*
```



C7H12O | ωB97M-V/def2-TZVPD

Values from the calculation:
* energy relative to the best compared isomer or geometry (same formula, charge and spin): 212.6 kcal per mole
* E_tot: -9491.599 eV

```
! wB97M-V def2-TZVPD RIJCOSX def2/J DEFGRID3
* xyz 0 1
C -0.52 -2.13 0.38
C -0.06 -0.86 0.84
C 0.00 -0.25 2.05
C 0.34 0.24 -0.15
C 1.52 0.09 -1.06
C 0.28 1.53 0.18
C -0.59 0.95 -0.88
H 0.48 -3.26 0.31
H -1.55 -2.19 1.56
H -1.12 -1.95 -0.70
H -0.68 -0.72 2.99
H 0.30 0.87 2.04
H 1.77 0.96 -1.86
H 2.54 -0.10 -0.56
H 1.33 -0.77 -1.82
H 1.04 2.29 -0.48
H -0.40 2.00 0.87
H -0.50 0.99 -1.99
H -2.28 1.57 -0.93
O -1.87 0.72 -0.79
*
```



C7H12O2S | ωB97M-V/def2-TZVPD

Values from the calculation:
* energy relative to the best compared isomer or geometry (same formula, charge and spin): 73.5 kcal per mole
* E_tot: -22379.248 eV

```
! wB97M-V def2-TZVPD RIJCOSX def2/J DEFGRID3
* xyz 0 1
C -0.64 0.43 0.70
C -1.26 -0.72 0.63
C -0.09 1.60 0.74
C 1.45 1.76 0.85
C 2.00 0.59 0.08
C -2.05 -1.65 1.61
C -1.09 -1.27 -0.75
O 0.24 1.01 -2.16
O 1.73 -0.96 -2.00
S 1.71 0.45 -1.84
H 0.33 1.70 -3.05
H -0.60 2.42 0.33
H 1.81 2.70 0.56
H 1.78 1.69 1.95
H 3.04 0.48 0.07
H 1.58 -0.39 0.29
H -1.90 -1.52 2.73
H -3.01 -1.44 1.33
H -1.90 -2.58 1.29
H -1.93 -1.91 -1.06
H -0.93 -0.54 -1.45
H -0.25 -1.86 -0.85
*
```



C7H12O2S | ωB97M-V/def2-TZVPD

Values from the calculation:
* SMILES: CC(C)[C@@]1(S)OC=CCO1
* energy relative to the best compared isomer or geometry (same formula, charge and spin): 19.8 kcal per mole
* E_tot: -22381.577 eV

```
! wB97M-V def2-TZVPD RIJCOSX def2/J DEFGRID3
* xyz 0 1
C -2.82 0.73 -0.30
C -2.30 0.84 0.91
C -1.98 0.13 -1.47
C -0.33 -0.54 0.17
C 2.11 -0.98 -0.45
C 1.22 1.14 0.77
C 1.13 -0.37 0.58
O -1.08 0.24 1.30
O -0.66 0.04 -1.07
S -1.10 -2.19 0.28
H -3.82 1.18 -0.43
H -2.71 1.40 1.75
H -2.24 -0.87 -1.70
H -2.04 0.91 -2.26
H 2.02 -0.50 -1.44
H 1.66 -1.97 -0.63
H 3.08 -0.95 -0.10
H 1.12 1.66 -0.22
H 2.13 1.46 1.18
H 0.44 1.56 1.45
H 1.32 -0.90 1.45
H -1.80 -1.68 1.27
*
```